*a*
ORCA calculation (ωB97M-V/def2-TZVPD) on a cluster of 2 separate species, Cl2H2NP in total.

XYZ file:
```
6
Properties=species:S:1:pos:R:3
H 0.4046 0.5586 -3.9357
N 0.5649 0.4239 -2.9241
P -0.4423 -0.0793 -1.8661
Cl 0.4644 0.4119 -0.1200
Cl -0.5051 -0.5967 3.7850
H -0.4864 -0.7184 5.0609
```

Values from the calculation:
HOMO in eV: -9.9
Structure (SMILES): [H]/N=P/Cl.Cl
Orbital gap in eV: 9.47
Spin multiplicity: 1



*b*
ORCA calculation (ωB97M-V/def2-TZVPD) on a structure of composition Cl2H2NP.

XYZ file:
```
6
Properties=species:S:1:pos:R:3
N 2.1345 -0.1264 0.4851
P 0.5169 -0.6371 0.4809
Cl 3.3911 -1.0848 -0.2601
Cl 2.1594 1.5220 -0.1014
H 0.2636 0.4811 1.3591
H 0.0883 0.5187 -0.6974
```

Values from the calculation:
HOMO in eV: -9.8
Orbital gap in eV: 9.40
Spin multiplicity: 1



Energies relative to the minimum, eV: *a* 0.000; *b* 3.789



*a*
ORCA calculation (ωB97M-V/def2-TZVPD) on the ion C4H11NP with charge +1.

XYZ file:
```
17
Properties=species:S:1:pos:R:3
C -0.3572 -1.5228 0.2860
C -0.1821 0.1877 0.3555
P -1.2485 0.9246 1.8738
C 1.2747 0.5291 -0.0198
C 0.8532 0.5331 -1.4683
N -0.5729 0.6163 -1.0428
H 0.0173 -1.9000 -0.6667
H -1.4489 -1.6630 0.4327
H 0.0920 -1.8331 1.2194
H -0.2324 0.5362 2.8156
H -2.0579 -0.2709 1.9680
H 2.1556 -0.0749 0.4677
H 1.6839 1.4667 0.3360
H 1.1266 1.3936 -2.0612
H 0.9983 -0.3794 -2.0332
H -0.9339 1.5373 -1.0881
H -1.1679 -0.0805 -1.3745
```

Values from the calculation:
HOMO in eV: -14.0
Structure (SMILES): C[C@@]1(P)CC[NH2+]1
Net charge: +1
Orbital gap in eV: 10.68
Spin multiplicity: 1



*b*
ORCA calculation (ωB97M-V/def2-TZVPD) on a structure of composition C4H11NP.

XYZ file:
```
17
Properties=species:S:1:pos:R:3
C -1.2389 -0.6543 0.5051
C -0.5685 -1.8589 -0.1121
C 0.0814 0.0812 0.4431
C 0.1183 1.3782 -1.1399
N 0.7753 -1.2420 0.1817
P 0.9554 1.1176 1.7575
H -2.0930 -0.2471 -0.0106
H -1.3640 -0.8989 1.5692
H -0.6850 -2.7516 0.4745
H -0.6294 -1.8926 -1.1807
H 0.0036 0.6941 -2.0880
H 1.0038 2.0569 -1.1558
H -0.7457 1.8445 -0.7780
H 1.1459 -1.5557 1.0362
H 1.5441 -1.1845 -0.4186
H 0.7184 0.1988 2.9469
H -0.0920 1.9765 1.8613
```

Values from the calculation:
HOMO in eV: -13.8
Net charge: +1
Orbital gap in eV: 10.44
Spin multiplicity: 1



*c*
ORCA calculation (ωB97M-V/def2-TZVPD) on the ion C4H11NP with charge +1.

XYZ file:
```
17
Properties=species:S:1:pos:R:3
N -1.0374 1.8001 -0.3799
C -0.3136 0.8016 0.5520
C -0.8782 -0.6381 0.1368
C 0.3248 -1.5418 0.2721
C 1.4153 -0.8798 -0.5833
P 1.6067 0.7848 0.0862
H -2.0074 1.7814 -0.1523
H -1.1103 1.2895 -1.2643
H -0.5822 2.7256 -0.4110
H -0.5284 1.2673 1.5281
H -1.0189 -0.5226 -0.9774
H -1.8017 -0.9141 0.6775
H 0.4341 -1.7416 1.3246
H 0.0095 -2.6057 -0.1405
H 2.3968 -1.3543 -0.5486
H 1.1426 -0.8242 -1.6260
H 1.9483 0.5719 1.5061
```

Values from the calculation:
HOMO in eV: -13.5
Structure (SMILES): [NH3+][C@H]1CCCP1
Net charge: +1
Orbital gap in eV: 10.03
Spin multiplicity: 1



*d*
ORCA calculation (ωB97M-V/def2-TZVPD) on a cluster of 2 separate species, C4H11NP in total.

XYZ file:
```
17
Properties=species:S:1:pos:R:3
C 0.6935 -0.5023 -0.2081
C 0.7352 -1.8723 -0.6325
C 2.6919 0.5277 0.6693
C 1.2490 0.6044 0.2476
N -3.2592 0.8105 -0.5345
P -2.0909 -0.0564 0.7716
H 0.5379 -2.2131 -1.6290
H 0.0694 -2.3307 0.0797
H 1.7316 -2.2457 -0.6149
H 3.1863 -0.2558 0.2490
H 3.2981 1.3940 0.5209
H 2.6900 0.1380 1.6492
H 0.6133 1.4344 0.2130
H -2.8291 1.1285 -1.3384
H -3.3743 1.6663 0.0088
H -4.2612 0.5905 -0.7185
H -1.6815 1.1820 1.2669
```

Values from the calculation:
HOMO (alpha / beta) in eV: -11.8 / -12.1
Net charge: +1
Orbital gap (alpha / beta) in eV: 6.61 / 7.49
Spin multiplicity: 1



Energies relative to the minimum, eV: *a* 1.267; *b* 2.490; *c* 0.000; *d* 3.778



*a*
ORCA calculation (ωB97M-V/def2-TZVPD) on a structure of composition C5H15N2O.

XYZ file:
```
23
Properties=species:S:1:pos:R:3
C -1.2897 1.2482 -0.6503
C 0.2005 1.1407 -1.2081
C 1.0556 0.0144 -0.8799
C 0.6179 -1.2734 -1.3995
N 0.2150 -2.2282 -0.6896
C 1.9592 -0.0849 0.3046
N -1.3216 1.2509 0.7848
H 0.0881 0.7792 2.2545
H -1.8990 0.4511 -1.0897
H 0.0646 0.8438 -2.2634
H 0.6481 2.1037 -1.0079
H 0.1844 -1.3305 -2.3999
H -0.1807 -2.9825 -1.2553
H -0.3242 -1.9847 0.3781
H 2.9955 -0.3955 0.1348
H 2.0488 0.9719 0.5514
H 1.4361 -0.7668 0.9927
H 0.3507 1.2164 2.8049
H -2.1788 1.6803 1.0961
H -1.6361 2.2100 -1.0239
H -1.1396 -1.8503 2.0134
H -1.2386 0.3205 1.1938
O -0.6561 -1.3341 1.3585
```

Values from the calculation:
HOMO in eV: -12.9
Net charge: +1
Orbital gap in eV: 5.70
Spin multiplicity: 1



*b*
ORCA calculation (ωB97M-V/def2-TZVPD) on a cluster of 2 separate species, C5H15N2O in total.

XYZ file:
```
23
Properties=species:S:1:pos:R:3
C 0.8856 1.4083 1.4874
N 0.3178 0.0504 1.3604
C -0.6847 -0.2374 2.4114
O -1.1206 -1.5538 2.3135
H 0.1494 2.1330 1.1332
H 1.7777 1.4959 0.8821
H 1.0933 1.6773 2.5261
H 1.0519 -0.6376 1.5054
H -0.2233 -0.1002 3.3908
H -1.4993 0.4825 2.3060
H -1.7671 -1.6135 1.6025
C 0.3590 1.6085 -2.5811
C -0.5143 0.3904 -2.3725
C 0.7445 -1.5107 -1.5425
N 0.0835 -0.4532 -1.3216
H 0.5657 2.1219 -1.6452
H 1.3153 1.3432 -3.0331
H -0.1384 2.3105 -3.2447
H -1.5002 0.6881 -2.0056
H -0.6159 -0.2047 -3.2754
H 1.2713 -1.9875 -0.7273
H 0.7744 -1.9322 -2.5426
H 0.0293 -0.1352 -0.2828
```

Values from the calculation:
HOMO in eV: -14.0
Net charge: +1
Orbital gap in eV: 9.72
Spin multiplicity: 1



Energies relative to the minimum, eV: *a* 4.958; *b* 0.000



*a*
ORCA calculation (ωB97M-V/def2-TZVPD) on a cluster of 3 separate species, C5H15N2O in total.

XYZ file:
```
23
Properties=species:S:1:pos:R:3
C -2.3518 -0.6348 0.3814
C -1.9680 0.7398 -0.1979
C -1.0266 0.7432 -1.4235
C 0.0668 -0.2247 -1.1423
C -0.2357 -1.5098 -1.5733
N 1.0033 0.1778 -0.3362
N 0.0556 0.8197 2.5151
H -3.1148 -0.7090 1.1725
H -2.6483 -1.2281 -0.4873
H -1.3810 -1.0476 0.7168
H -2.8222 1.4162 -0.1611
H -0.6819 1.7446 -1.7475
H -1.6860 0.4544 -2.2547
H -0.7194 -1.5877 -2.5037
H 0.2748 -2.4522 -1.2158
H 1.8822 -0.3131 -0.5349
H 0.6085 0.6031 1.6301
H 0.0920 1.7707 2.8754
H -1.2644 1.1360 0.5862
H 0.4872 0.2597 3.2574
H 5.5778 -0.6410 0.4565
H 5.0640 0.6752 -0.1285
O 4.7879 -0.1923 0.1154
```

Values from the calculation:
HOMO in eV: -13.0
Net charge: +1
Orbital gap in eV: 4.46
Spin multiplicity: 1



*b*
ORCA calculation (ωB97M-V/def2-TZVPD) on a cluster of 2 separate species, C5H15N2O in total.

XYZ file:
```
23
Properties=species:S:1:pos:R:3
C 0.6087 1.3826 -3.2208
N 0.3389 1.4966 -1.7835
C -0.8519 1.5487 -1.2572
N -1.0750 1.7055 0.0289
H 1.1794 0.4700 -3.4062
H 1.1693 2.2505 -3.5423
H -0.3351 1.3150 -3.7548
H 1.1484 1.4849 -1.1721
H -1.6910 1.5007 -1.9405
H -0.3147 1.4444 0.6696
H -2.0309 1.6013 0.3340
C 0.8885 -0.7465 1.0888
O 1.1876 0.6600 1.2580
C -0.1631 -1.2636 2.0475
C -0.6693 -2.6317 1.6103
H 0.5471 -0.8592 0.0532
H 1.8090 -1.3215 1.1617
H 1.3649 0.7957 2.1967
H 0.2740 -1.3111 3.0481
H -1.0012 -0.5629 2.1063
H 0.1407 -3.3639 1.5783
H -1.4286 -3.0123 2.2884
H -1.0957 -2.5834 0.6074
```

Values from the calculation:
HOMO in eV: -14.6
Net charge: +1
Orbital gap in eV: 11.49
Spin multiplicity: 1



Energies relative to the minimum, eV: *a* 5.888; *b* 0.000